A:
Molecular formula: C5H11N5O2
Method: DFT, ωB97M-V with the def2-TZVPD basis set

Each line ends with the Mulliken charge.
CARTESIAN COORDINATES (ANGSTROEM)
C 2.239 -1.084 -1.335  -0.372
C 2.638 -0.124 -0.227  -0.722
C 0.039 -0.188 -0.491  0.215
C -2.146 0.567 0.348  -0.429
C -1.716 0.865 1.806  0.600
H 0.114 -1.398 -3.132  0.175
H -0.032 -2.737 -2.229  0.165
H 2.625 -2.140 -1.274  0.314
H 2.484 -0.702 -2.327  0.289
H 3.692 0.176 -0.238  0.398
H 2.490 -0.581 0.739  0.261
H 2.240 1.943 -0.009  0.259
H -1.644 -1.085 -1.013  0.283
H -2.053 1.587 -0.222  0.244
H -3.206 0.332 0.359  0.400
H -1.225 -1.001 1.950  0.368
N 0.057 -1.774 -2.218  -0.724
N 0.817 -1.191 -1.188  0.321
N 1.860 1.052 -0.377  -0.403
N 0.512 0.959 -0.211  -0.326
N -1.285 -0.375 -0.353  -0.242
O -1.377 -0.204 2.516  -0.500
O -1.816 2.040 2.137  -0.574

Summary:
spin multiplicity: 1
LUMO energy: 0.652 eV


B:
Molecular formula: C5H11N5O2
Method: DFT, ωB97M-V with the def2-TZVPD basis set

Each line ends with the Mulliken charge.
CARTESIAN COORDINATES (ANGSTROEM)
C -0.422 1.449 0.402  0.616
C -1.961 -0.210 -0.168  0.409
C 0.134 -1.415 0.363  -0.934
C 0.995 -1.128 -0.780  -0.163
C 2.385 -0.428 -0.377  0.541
H 1.171 2.680 -0.317  0.272
H -0.561 3.152 -0.979  0.270
H 0.949 2.018 1.518  0.324
H -3.431 -1.423 -0.714  0.324
H -3.703 0.130 -0.902  0.352
H -1.854 -1.799 0.724  0.330
H 0.477 -0.828 1.272  0.394
H 0.190 -2.480 0.821  0.330
H 1.024 -1.841 -1.630  0.352
H 0.529 -0.264 -0.920  0.157
H 3.812 -0.353 1.215  0.357
N 0.138 2.786 -0.138  -0.735
N 0.388 1.021 1.390  -0.657
N -1.569 1.102 -0.217  -0.617
N -3.407 -0.643 -0.134  -0.646
N -1.197 -1.284 0.140  -0.217
O 3.301 -0.887 0.599  -0.486
O 2.612 0.645 -1.170  -0.573

Summary:
spin multiplicity: 1
LUMO energy: 0.494 eV


The structure with the greatest stability is A.


A:
Molecular formula: C4H7N2O
Method: DFT, ωB97M-V with the def2-TZVPD basis set

Each line ends with the Mulliken charge.
CARTESIAN COORDINATES (ANGSTROEM)
C 0.352 -0.962 -1.017  0.490
C -0.527 -1.210 0.162  -0.432
C 0.961 0.388 -0.852  -0.520
C 0.295 0.971 0.333  -0.059
N -0.779 1.265 -0.526  -0.465
N -0.210 -0.146 1.233  -0.337
O 0.447 -1.632 -2.009  -0.464
H -1.562 -1.268 -0.143  0.319
H -0.083 -2.053 0.624  0.422
H 1.471 0.922 -1.652  0.464
H 0.808 1.782 0.929  0.513
H -0.750 2.243 -0.823  0.270
H -1.084 -0.022 1.948  0.394
H 0.660 -0.280 1.791  0.403

Summary:
spin multiplicity: 1
LUMO energy (alpha / beta): -5.423 / -5.423 eV
net charge: +1


B:
Molecular formula: C4H7N2O
Method: DFT, ωB97M-V with the def2-TZVPD basis set

Each line ends with the Mulliken charge.
CARTESIAN COORDINATES (ANGSTROEM)
C 3.247 -0.355 0.248  -0.203
C 1.218 0.889 -0.439  -0.081
C -1.015 0.198 0.000  0.742
C -2.460 0.305 0.095  -1.041
N 2.117 0.197 0.002  0.008
N -0.069 1.033 -0.057  -0.083
O -0.154 -1.509 -0.147  -0.528
H 3.138 -1.407 -0.165  0.226
H 4.118 -0.135 0.835  0.307
H -0.870 -2.094 0.091  0.299
H -2.948 -0.491 0.649  0.359
H -2.973 0.008 -0.879  0.361
H -2.855 1.414 0.099  0.301
H -0.494 1.945 -0.335  0.333

Summary:
spin multiplicity: 1
LUMO energy: -5.124 eV
net charge: +1


C:
Molecular formula: C4H7N2O
Method: DFT, ωB97M-V with the def2-TZVPD basis set

Each line ends with the Mulliken charge.
CARTESIAN COORDINATES (ANGSTROEM)
C 1.306 -0.567 -0.650  0.067
C -0.176 1.099 0.306  -0.501
C -1.525 0.239 0.346  -0.087
C -1.572 -1.193 0.198  0.140
N 0.679 0.707 -0.738  -0.323
N 1.129 -1.154 0.469  -0.627
O -1.612 -0.586 -0.941  -0.232
H 1.971 -0.727 -1.488  0.417
H -0.511 2.042 0.119  0.421
H 0.416 1.012 1.317  0.319
H -2.445 0.754 0.516  0.444
H -1.861 -2.147 0.510  0.432
H 0.323 0.923 -1.684  0.299
H 1.462 -2.107 0.653  0.230

Summary:
spin multiplicity: 1
LUMO energy: -5.935 eV
net charge: +1


D:
Molecular formula: C4H7N2O
Method: DFT, ωB97M-V with the def2-TZVPD basis set

Each line ends with the Mulliken charge.
CARTESIAN COORDINATES (ANGSTROEM)
C -1.238 -0.206 0.623  -1.280
C 0.215 0.168 0.639  0.486
C -1.875 0.157 -0.538  0.706
C 0.556 1.006 -0.583  -0.457
N 0.239 0.460 -1.650  -0.464
N 1.047 -1.132 0.749  -0.356
O -2.531 0.520 -1.411  -0.267
H -1.699 -0.470 1.477  0.571
H 0.390 0.833 1.548  0.258
H 0.949 2.030 -0.470  0.404
H 0.254 0.961 -2.565  0.255
H 1.730 -1.154 -0.024  0.370
H 0.306 -1.835 0.613  0.420
H 1.656 -1.338 1.592  0.355

Summary:
spin multiplicity: 1
LUMO energy: -3.824 eV
net charge: +1


The structure with the greatest stability is D.


A:
Molecular formula: C4H11N3
Method: DFT, ωB97M-V with the def2-TZVPD basis set

Each line ends with the Mulliken charge.
CARTESIAN COORDINATES (ANGSTROEM)
C -0.475 2.088 0.487  -0.651
C -1.047 0.834 -0.428  -0.496
C 0.044 -0.015 -1.287  -0.504
N 0.564 -3.234 0.193  -0.606
C 0.905 -2.215 -0.779  -0.031
N 0.056 -1.399 -1.288  -0.429
N 0.431 1.654 1.592  -0.557
H 0.229 2.882 -0.041  0.268
H -1.203 2.820 0.815  0.398
H -1.869 1.255 -1.142  0.288
H -1.517 0.290 0.435  0.253
H -0.230 0.349 -2.319  0.270
H 0.988 0.427 -1.020  0.413
H -0.420 -3.239 0.573  0.293
H 1.207 -3.058 0.998  0.270
H 1.950 -2.534 -1.040  0.375
H 0.299 2.376 2.378  0.238
H 0.088 0.719 1.871  0.209

Summary:
spin multiplicity: 1
LUMO energy: 1.014 eV


B:
Molecular formula: C4H11N3
Method: DFT, ωB97M-V with the def2-TZVPD basis set

Each line ends with the Mulliken charge.
CARTESIAN COORDINATES (ANGSTROEM)
C 2.590 -0.301 -0.027  -1.135
C -0.037 -1.725 0.051  -0.795
C -2.425 0.775 -0.241  -0.701
N 0.240 -0.387 0.546  -0.239
N -1.683 0.247 0.883  -0.489
C 0.651 0.654 -0.018  0.598
N 0.572 1.869 -0.183  -0.599
H -1.455 1.031 1.497  0.233
H 1.359 2.371 -0.574  0.263
H -0.892 -2.083 0.620  0.338
H -0.300 -1.730 -1.009  0.288
H 3.126 0.604 0.228  0.410
H 2.752 -1.089 0.697  0.296
H 2.633 -0.612 -1.064  0.352
H 0.830 -2.358 0.224  0.333
H -3.431 1.078 0.091  0.303
H -2.555 -0.002 -1.000  0.265
H -1.976 1.656 -0.722  0.279

Summary:
spin multiplicity: 1
LUMO energy (alpha / beta): 0.666 / 0.299 eV


The structure with the greatest stability is A.